(a)
C8H8 | ωB97M-V/def2-TZVPD

Cartesian coordinates (Å):
C  -0.81  1.25  -0.63
C  -1.79  0.26  -1.14
C  1.33  -0.75  1.65
C  2.10  -0.73  2.58
H  -0.67  2.09  -1.31
H  -1.10  1.63  0.35
H  -2.77  0.27  -0.67
H  -1.82  0.15  -2.22
H  -1.34  -0.85  -0.73
H  2.77  -0.69  3.40
C  0.61  0.60  -0.46
C  0.44  -0.76  0.57
C  1.74  0.83  -0.94
C  -0.48  -1.57  0.18
H  2.78  0.72  -1.12
H  -0.98  -2.46  0.50

Values from the calculation:
Spin multiplicity: 1

***

(b)
C8H8 | ωB97M-V/def2-TZVPD

Cartesian coordinates (Å):
C  -1.23  0.17  0.02
C  -1.01  -1.14  -0.05
C  -0.28  1.10  0.01
C  1.24  -0.51  0.19
C  -0.02  2.40  0.02
C  2.44  -0.16  -0.20
C  -2.49  -0.70  -0.08
C  0.31  -1.69  0.26
H  0.95  2.89  -0.05
H  -0.70  3.25  0.06
H  3.31  -0.66  -0.45
H  2.68  0.93  -0.26
H  -3.04  -0.70  0.80
H  -2.98  -0.48  -0.97
H  0.22  -2.26  1.24
H  0.63  -2.44  -0.54

Values from the calculation:
Spin multiplicity: 1

***

Preferred: (b); penalty for the next structure: 13.2 kcal/mol.

***

(a)
C8H8 | ωB97M-V/def2-TZVPD

Cartesian coordinates (Å):
C  0.70  0.77  0.55
C  -0.52  0.77  -0.39
C  -1.99  1.44  -0.21
C  -2.52  0.31  0.22
C  3.13  0.18  -0.22
C  -1.03  -1.76  -0.05
C  1.97  0.42  0.24
C  -1.28  -0.45  0.08
H  0.43  1.03  1.51
H  -0.14  0.68  -1.33
H  -2.16  2.51  -0.49
H  -3.57  0.14  0.49
H  3.50  -0.90  -0.30
H  3.89  0.83  -0.67
H  -0.09  -2.05  -0.39
H  -1.83  -2.51  0.19

Values from the calculation:
Spin multiplicity: 1

***

(b)
C8H8 | ωB97M-V/def2-TZVPD

Cartesian coordinates (Å):
C  1.81  -1.22  -0.13
C  0.59  -0.69  -0.10
C  -0.65  -1.46  -0.08
C  -1.86  -0.86  0.00
C  -1.97  0.64  -0.05
C  -0.89  1.37  -0.15
C  0.45  0.74  -0.17
C  1.49  1.52  0.08
H  1.78  -2.35  0.17
H  2.83  -0.82  -0.05
H  -0.63  -2.54  0.12
H  -2.81  -1.42  0.20
H  -2.95  0.94  0.09
H  -0.86  2.52  -0.38
H  2.47  0.95  -0.04
H  1.20  2.69  0.47

Values from the calculation:
Spin multiplicity: 1
SMILES string: C=c1ccccc1=C

***

(c)
C8H8 | ωB97M-V/def2-TZVPD

Cartesian coordinates (Å):
C  -0.17  -1.04  0.56
C  -1.45  -1.33  0.10
C  -2.29  -0.38  -0.43
C  -1.99  1.07  -0.39
C  -0.78  1.34  0.35
C  0.14  0.32  0.67
H  0.73  -1.67  0.65
H  -1.66  -2.44  -0.23
H  -3.28  -0.56  -0.80
H  -2.71  1.80  -0.72
H  -0.57  2.34  0.76
H  1.07  0.73  0.99
C  3.82  0.11  -0.14
C  2.67  -0.11  -0.58
H  4.89  0.35  -0.08
H  1.57  -0.50  -0.71

Values from the calculation:
Spin multiplicity: 1
SMILES string: c1ccccc1.C#C

***

(d)
C8H8 | ωB97M-V/def2-TZVPD

Cartesian coordinates (Å):
C  1.33  -0.42  -1.13
C  1.34  -1.57  -0.81
C  -0.24  1.10  1.47
C  -0.55  1.67  0.22
C  -0.94  0.94  -0.93
C  -0.73  -0.45  -0.76
C  -0.21  -1.09  0.37
C  -0.11  -0.21  1.62
H  1.39  0.63  -1.25
H  1.46  -2.59  -0.99
H  -0.02  1.67  2.35
H  -0.47  2.84  0.22
H  -1.26  1.44  -1.86
H  -1.23  -1.11  -1.59
H  0.05  -2.20  0.49
H  0.18  -0.67  2.58

Values from the calculation:
Spin multiplicity: 1

***

Preferred: (b); penalty for the next structure: 10.6 kcal/mol.

***

(a)
C8H8 | ωB97M-V/def2-TZVPD

Cartesian coordinates (Å):
C  2.06  0.53  -0.95
C  2.08  -0.32  0.08
C  0.99  -1.25  0.29
C  -0.37  -1.06  0.41
C  -1.09  0.11  0.28
C  -0.72  1.47  0.16
C  -1.73  1.32  -0.75
C  -2.59  0.23  0.17
H  1.23  0.59  -1.68
H  2.74  1.23  -1.15
H  2.96  -0.55  0.73
H  1.53  -2.22  0.51
H  -1.09  -1.91  0.73
H  0.27  1.77  0.42
H  -3.24  0.79  0.93
H  -3.01  -0.72  -0.18

Values from the calculation:
Spin multiplicity: 1
SMILES string: C=C/C=C\[C@@]12C=C1C2

***

(b)
C8H8 | ωB97M-V/def2-TZVPD

Cartesian coordinates (Å):
C  1.43  -0.43  0.36
C  0.56  -0.38  1.41
C  -0.44  0.68  1.68
C  -0.27  1.89  0.93
C  0.61  1.76  -0.31
C  1.47  0.71  -0.55
H  2.30  -1.23  0.41
H  0.66  -1.16  2.13
H  -1.15  0.63  2.52
H  -0.76  2.87  1.47
H  0.27  2.65  -0.77
H  2.10  0.63  -1.46
C  -1.38  -1.76  -1.64
C  -1.93  -2.84  -2.10
H  -1.00  -0.67  -1.16
H  -2.48  -3.33  -2.92

Values from the calculation:
Spin multiplicity: 1
SMILES string: c1ccccc1.C#C

***

Preferred: (b); penalty for the next structure: 37.5 kcal/mol.